Density functional theory data (the ωB97M-V functional and the def2-TZVPD basis) for a structure of composition C5H9ClN3OS at a distorted geometry.

Geometry as XYZ:
```
20
Properties=species:S:1:pos:R:3:lowdin_charge:R:1
C 1.05 1.64 -1.91 -0.47
C 1.36 0.34 -1.69 -0.47
C -1.23 -0.36 1.26 -0.36
C -0.85 -0.14 -1.26 -0.26
C 2.80 0.00 -1.45 -0.40
N -2.15 -0.16 2.23 0.21
N -1.71 -0.40 -0.07 0.11
N 0.06 -0.50 1.49 0.21
O 0.44 -0.54 -1.17 -0.06
S -0.60 2.12 -1.76 0.82
Cl 2.92 -0.24 0.38 0.60
H 1.74 2.57 -2.05 0.13
H -1.49 -0.41 -2.09 0.13
H 3.33 0.92 -1.75 0.09
H 3.25 -0.97 -1.92 0.13
H -3.09 -0.36 1.97 0.12
H -2.02 -0.42 3.19 0.13
H -2.73 -0.47 -0.17 0.16
H 0.26 -0.56 2.56 0.19
H 0.88 -0.77 1.01 0.00
```

The calculation puts the LUMO energy at -3.777 eV. As for the net charge: +1. For the calculated total energy, the calculation gives -35198.1077 eV.

=====

Density functional theory data (the ωB97M-V functional and the def2-TZVPD basis) for an isolated molecule of C5H9ClOS.

Geometry as XYZ:
```
17
Properties=species:S:1:pos:R:3:lowdin_charge:R:1
C 1.70 -0.26 -0.18 -0.31
C 0.92 2.01 0.25 -0.31
C 0.55 -1.19 -0.04 -0.46
C -0.50 1.94 0.65 -0.53
C -2.00 -1.92 -0.68 -0.37
O 1.36 1.03 -0.69 -0.18
S -0.36 -1.63 -1.41 0.86
Cl -0.93 1.46 2.22 0.62
H 2.21 -0.15 0.79 0.12
H 2.40 -0.64 -0.92 0.12
H 1.08 2.94 -0.31 0.12
H 1.58 2.00 1.13 0.11
H 0.19 -1.50 0.92 0.05
H -1.27 1.84 -0.10 0.06
H -1.87 -2.30 0.33 0.03
H -2.52 -2.64 -1.29 0.03
H -2.54 -0.98 -0.66 0.03
```

The calculation puts the LUMO energy (alpha / beta) at 0.205 / -0.072 eV. For the calculated total energy, the calculation gives -30732.4194 eV.

=====

Density functional theory data (the ωB97M-V functional and the def2-TZVPD basis) for a cluster of 2 separate species, C5H9ClS in total at a distorted geometry.

Geometry as XYZ:
```
16
Properties=species:S:1:pos:R:3:lowdin_charge:R:1
C 0.75 -0.12 0.29 -0.75
C 0.65 -0.43 -1.15 -1.00
C 1.42 -1.24 1.15 -0.08
C -0.30 0.68 1.02 -0.08
C -1.14 0.15 -2.17 0.09
S 1.87 0.82 -0.89 0.81
Cl 1.22 -1.78 -2.11 0.58
H 0.70 -1.49 1.92 0.08
H 2.37 -0.97 1.74 0.11
H 1.78 -2.01 0.60 0.00
H -0.29 1.64 0.42 0.09
H 0.09 0.83 2.03 0.08
H -1.13 -0.02 1.06 0.09
H -1.23 1.14 -1.99 0.00
H -1.78 -0.44 -1.71 -0.02
H -0.93 -0.09 -3.14 -0.01
```

The calculation puts the LUMO energy at 0.769 eV. For the calculated total energy, the calculation gives -28685.1966 eV.

=====

Density functional theory data (the ωB97M-V functional and the def2-TZVPD basis) for a structure of composition C5H9CrMgO3 at a distorted geometry.

Geometry as XYZ:
```
19
Properties=species:S:1:pos:R:3:lowdin_charge:R:1
O -2.82 -0.79 -0.66 -0.29
Cr -2.82 -2.36 -1.78 0.38
C -2.86 0.59 1.27 -0.03
C -2.28 -0.23 0.36 -0.57
O -0.89 -0.42 0.34 -0.21
C -0.02 0.54 0.93 -0.17
C 1.38 0.16 0.52 -0.18
O 1.39 -0.03 -0.89 -0.39
C 2.70 -0.08 -1.45 -0.09
Mg -0.27 -1.12 -1.65 0.61
H -2.57 1.64 1.35 0.03
H -3.39 0.14 2.10 0.04
H -0.12 0.51 2.02 0.14
H -0.28 1.55 0.57 0.14
H 1.70 -0.77 1.01 0.14
H 2.07 0.97 0.80 0.14
H 2.59 -0.35 -2.51 0.08
H 3.18 0.90 -1.37 0.10
H 3.30 -0.84 -0.94 0.10
```

The calculation puts the LUMO energy (alpha / beta) at -0.075 / -0.249 eV. Its spin multiplicity is 6. The expectation value of S² is 8.769. For the calculated total energy, the calculation gives -45334.3915 eV.

=====

Density functional theory data (the ωB97M-V functional and the def2-TZVPD basis) for a structure of composition C5H9EuO3 at a distorted geometry.

Geometry as XYZ:
```
18
Properties=species:S:1:pos:R:3:lowdin_charge:R:1
O -1.13 0.49 0.51 -0.47
C 0.17 0.12 0.72 -0.32
C 1.00 1.18 1.46 -0.16
O 2.18 1.12 0.66 -0.10
C 1.57 0.90 -0.58 -0.23
C 2.01 -0.20 -1.38 0.08
O 1.00 -1.36 -0.29 -0.30
C 0.77 -2.71 -0.60 -0.16
Eu -3.47 0.18 0.41 1.70
H 0.13 -0.70 1.46 0.12
H 1.20 0.90 2.50 0.12
H 0.60 2.21 1.42 0.12
H 0.99 1.70 -1.07 0.13
H 3.05 -0.53 -1.22 0.12
H 1.47 -0.26 -2.33 0.11
H -0.29 -2.97 -0.57 0.06
H 1.08 -2.95 -1.62 0.08
H 1.31 -3.32 0.14 0.08
```

The calculation puts the LUMO energy (alpha / beta) at -5.963 / -5.802 eV. Its spin multiplicity is 8. The expectation value of S² is 15.763. As for the net charge: +1. For the calculated total energy, the calculation gives -30788.0453 eV.

=====

Density functional theory data (the ωB97M-V functional and the def2-TZVPD basis) for an isolated molecule of C5H9F at a distorted geometry.

Geometry as XYZ:
```
15
Properties=species:S:1:pos:R:3:lowdin_charge:R:1
C 0.11 -0.14 0.88 -0.14
C 0.23 -1.10 -0.35 -0.13
C -0.35 1.42 0.49 -0.26
C 1.57 -1.11 -0.97 -0.13
C -1.61 1.66 -0.28 -0.05
F 0.65 2.13 -0.01 0.03
H -0.60 -0.45 1.72 0.11
H 1.08 0.10 1.35 0.09
H -0.65 -1.40 -0.92 0.08
H 1.85 -0.08 -0.82 0.06
H 1.59 -1.38 -1.99 0.05
H 2.31 -1.69 -0.40 0.09
H -2.42 1.55 0.30 0.03
H -1.73 1.08 -1.13 0.05
H -1.42 2.73 -0.67 0.12
```

The calculation puts the LUMO energy (alpha / beta) at 0.584 / 0.663 eV. For the calculated total energy, the calculation gives -8044.0861 eV.